{"formula": "C10H10N2O", "method": "ωB97M-V/def2-TZVPD", "elements": ["O", "N", "N", "C", "C", "C", "C", "C", "C", "C", "C", "C", "C", "H", "H", "H", "H", "H", "H", "H", "H", "H", "H"], "xyz": [[1.810, -1.735, 0.442], [-1.372, -1.041, 2.113], [0.531, 2.097, -0.293], [0.232, 3.420, -0.239], [0.538, -3.676, -0.454], [0.841, -2.146, -0.606], [-0.426, -1.369, 1.512], [-1.674, 2.965, 1.164], [-1.335, 1.590, 1.038], [-0.287, 1.300, 0.284], [0.510, -1.336, 0.538], [-0.832, 3.914, 0.607], [1.105, -1.344, -1.861], [-1.135, 4.989, 0.558], [-2.502, 3.143, 1.863], [-0.145, -3.645, 0.442], [0.152, -1.064, -2.140], [0.979, 3.969, -0.690], [0.027, -4.043, -1.317], [1.483, -4.403, -0.298], [1.576, -1.891, -2.757], [1.699, -0.504, -1.579], [-1.773, 0.809, 1.674]], "atomic_forces_ev_per_a": [[-0.55, 0.21, 0.88], [0.57, -1.27, 0.28], [-0.40, 0.98, -0.75], [-1.51, -1.63, 2.63], [1.24, 0.44, 1.06], [1.61, -1.22, -0.11], [-2.17, 1.06, 1.71], [0.45, -1.35, 0.94], [-1.77, 0.66, 1.74], [2.05, -1.10, -0.71], [1.55, 0.60, -1.57], [0.03, 0.14, -2.42], [1.31, -2.56, -0.89], [0.66, -1.02, 0.37], [0.33, 0.54, -0.58], [0.76, -1.00, -0.90], [-1.98, 1.13, -1.14], [1.00, 1.80, -0.94], [-0.55, -0.24, -0.49], [-2.01, 2.12, -0.17], [-0.54, 0.53, 1.60], [0.26, 0.64, 0.01], [-0.35, 0.53, -0.53]], "mol_weight_g_mol": 174.20, "orbital_gap_ha": [0.287, 0.316], "de_lowest_ev": 7.0664, "e_tot_ev": -15553.101}

---

{"formula": "C10H10N2O2S2", "method": "ωB97M-V/def2-TZVPD", "elements": ["S", "S", "O", "O", "N", "N", "C", "C", "C", "C", "C", "C", "C", "C", "C", "C", "H", "H", "H", "H", "H", "H", "H", "H", "H", "H"], "xyz": [[2.687, -2.256, -0.272], [-0.262, -2.696, 0.339], [2.934, 1.551, -0.881], [2.920, 0.333, 1.011], [-4.701, 0.047, 0.178], [0.736, -0.493, -0.615], [-3.354, -0.088, -0.075], [-1.264, 0.922, -0.782], [3.462, -0.781, -0.994], [-1.335, -1.352, 0.040], [-2.623, 0.998, -0.582], [1.058, -1.674, -0.246], [-2.699, -1.278, 0.238], [3.042, 0.505, -0.304], [2.517, 1.453, 1.786], [-0.601, -0.261, -0.473], [-3.149, 1.911, -0.818], [3.205, -0.716, -2.051], [-3.248, -2.121, 0.629], [-0.702, 1.754, -1.175], [4.537, -0.923, -0.880], [3.359, 1.781, 2.397], [-5.180, 0.789, -0.306], [2.197, 2.263, 1.128], [-5.230, -0.803, 0.283], [1.694, 1.135, 2.425]], "atomic_forces_ev_per_a": [[0.49, -0.25, -0.07], [0.14, 0.45, -0.18], [0.15, 0.08, -0.01], [0.20, -0.21, 0.22], [-0.47, 0.08, 0.14], [0.59, -0.14, -0.23], [0.48, -0.16, 0.04], [0.05, -0.21, 0.04], [-0.42, -0.23, 0.10], [0.34, 0.26, -0.17], [-0.11, -0.03, 0.00], [-0.36, -0.15, 0.03], [-0.21, 0.13, -0.04], [0.31, 0.21, -0.30], [-0.14, 0.38, 0.00], [-0.93, -0.41, 0.30], [-0.05, 0.12, -0.01], [0.06, 0.13, 0.13], [-0.12, -0.09, 0.07], [0.06, 0.13, -0.06], [-0.02, 0.01, 0.00], [-0.06, -0.01, -0.04], [-0.04, -0.13, 0.00], [0.02, -0.05, 0.14], [-0.03, 0.11, -0.08], [0.06, -0.01, -0.03]], "mol_weight_g_mol": 254.34, "orbital_gap_ha": 0.305, "e_tot_ev": -39278.529}

---

{"formula": "C10H10N2O5SSeV", "method": "ωB97M-V/def2-TZVPD", "elements": ["Se", "V", "S", "O", "O", "O", "O", "O", "N", "N", "C", "C", "C", "C", "C", "C", "C", "C", "C", "C", "H", "H", "H", "H", "H", "H", "H", "H", "H", "H"], "xyz": [[-0.581, 5.419, 2.585], [-0.279, 1.492, -0.900], [1.502, 0.578, 0.699], [0.778, 2.635, -1.410], [0.534, 0.618, -2.791], [-2.043, 1.193, 0.271], [1.139, -1.257, -3.890], [-3.322, -0.226, 1.511], [-0.586, 3.175, 0.617], [-0.874, -0.486, -1.112], [-0.311, -1.363, -1.985], [-1.392, -3.268, -0.979], [-1.796, -1.026, -0.184], [-0.588, 4.044, 1.379], [0.544, -0.639, -2.996], [2.843, 1.743, 0.924], [-2.022, -2.436, -0.113], [1.922, -0.706, 1.875], [-0.518, -2.707, -1.974], [-2.386, -0.017, 0.516], [2.867, 2.125, 1.944], [-1.565, -4.339, -0.940], [3.796, 1.284, 0.662], [-0.022, -3.311, -2.721], [-2.712, -2.811, 0.636], [1.984, -0.300, 2.885], [1.125, -1.449, 1.833], [-3.504, 0.665, 1.833], [2.602, 2.546, 0.226], [2.865, -1.178, 1.599]], "atomic_forces_ev_per_a": [[0.00, -0.10, -0.06], [0.89, 0.57, -0.34], [0.34, 0.17, -0.30], [-0.85, -0.85, 0.29], [0.13, -0.20, -0.17], [0.01, 0.11, -0.12], [-0.03, 0.04, 0.02], [-0.18, -0.03, 0.00], [-0.01, 0.12, 0.29], [-0.11, -0.16, 0.30], [0.03, -0.03, -0.07], [-0.13, 0.02, 0.15], [-0.01, 0.09, -0.03], [0.02, 0.15, 0.13], [0.04, 0.16, -0.02], [-0.15, 0.04, 0.00], [0.01, -0.14, -0.01], [-0.28, -0.10, -0.03], [0.10, 0.10, -0.07], [0.08, -0.07, 0.00], [-0.01, 0.05, 0.00], [0.00, 0.01, 0.01], [0.01, 0.01, -0.01], [0.00, 0.02, -0.01], [0.01, 0.00, 0.00], [-0.02, 0.00, 0.00], [0.02, 0.00, 0.00], [0.04, 0.01, 0.01], [0.07, 0.01, 0.05], [0.00, 0.01, -0.01]], "mol_weight_g_mol": 400.17, "spin_multiplicity": 2, "orbital_gap_ha": [0.150, 0.145], "s_squared": 0.830, "charge": -2, "de_lowest_ev": 2.8880, "e_tot_ev": -125620.619}

---

{"formula": "C10H10N4O2S2", "method": "ωB97M-V/def2-TZVPD", "elements": ["S", "S", "O", "O", "N", "N", "N", "N", "C", "C", "C", "C", "C", "C", "C", "C", "C", "C", "H", "H", "H", "H", "H", "H", "H", "H", "H", "H"], "xyz": [[1.351, 1.980, 0.372], [5.241, -1.490, -0.272], [-1.769, -1.774, 0.876], [-4.999, 1.133, -0.917], [4.113, 0.796, -0.018], [-4.036, -0.532, 0.227], [-2.796, 0.107, 0.217], [0.742, -0.515, 0.252], [-0.424, 0.152, 0.414], [-6.336, -0.814, -0.376], [-5.090, 0.033, -0.408], [6.541, 1.024, -0.262], [-0.292, 1.515, 0.500], [3.118, -0.134, 0.033], [-1.684, -0.617, 0.515], [5.270, 0.274, -0.171], [3.542, -1.432, -0.088], [1.756, 0.276, 0.204], [2.940, -2.316, -0.074], [-2.825, 0.995, -0.268], [-3.976, -1.486, 0.562], [6.335, 2.088, -0.179], [7.217, 0.722, 0.536], [7.032, 0.823, -1.213], [-6.180, -1.724, -0.951], [-6.582, -1.086, 0.647], [-1.051, 2.255, 0.656], [-7.158, -0.254, -0.811]], "atomic_forces_ev_per_a": [[-0.15, -0.73, -0.06], [-0.27, 0.76, 0.07], [0.09, -0.16, -0.01], [0.01, 0.32, -0.19], [-0.31, 0.81, 0.08], [0.69, -0.33, 0.34], [-0.58, 0.30, -0.25], [0.24, -0.76, -0.07], [0.19, 0.94, 0.09], [-0.03, 0.15, -0.11], [0.10, -0.28, 0.25], [0.26, 0.08, -0.02], [0.17, -0.30, -0.03], [0.87, -1.31, -0.17], [-0.60, 0.09, 0.00], [0.35, -1.02, -0.10], [-0.05, 0.46, 0.03], [-0.68, 1.06, 0.15], [-0.20, -0.19, 0.01], [0.09, -0.18, 0.00], [-0.07, 0.16, -0.09], [0.01, 0.02, 0.00], [0.08, 0.05, 0.02], [0.07, 0.06, -0.03], [-0.01, -0.09, -0.03], [-0.04, -0.05, 0.07], [-0.22, 0.13, 0.06], [0.02, 0.02, 0.00]], "mol_weight_g_mol": 282.35, "orbital_gap_ha": 0.317, "e_tot_ev": -42258.468}

---

{"formula": "C10H10N4S", "method": "ωB97M-V/def2-TZVPD", "elements": ["S", "N", "N", "N", "N", "C", "C", "C", "C", "C", "C", "C", "C", "C", "C", "H", "H", "H", "H", "H", "H", "H", "H", "H", "H"], "xyz": [[-3.036, 0.388, 1.071], [1.382, -1.238, -0.910], [0.375, -3.763, -1.084], [0.383, -2.677, -0.314], [3.564, -2.422, -0.923], [-1.948, 2.735, 0.889], [0.574, 2.170, 0.451], [2.545, -1.866, -0.938], [-3.104, 2.105, 1.100], [-0.929, 1.781, 0.567], [-1.351, 0.462, 0.609], [-0.493, -0.592, 0.256], [-0.710, -1.922, -0.006], [1.024, -0.227, 0.059], [1.338, 1.186, -0.411], [0.894, 2.210, 1.477], [-0.329, -3.874, -1.863], [1.230, 1.395, -1.435], [-3.981, 2.661, 1.389], [0.619, 3.054, -0.014], [1.766, -0.342, 0.932], [-1.665, -2.232, -0.322], [-1.844, 3.780, 0.947], [2.386, 1.367, -0.166], [1.313, -4.138, -1.360]], "atomic_forces_ev_per_a": [[0.40, 0.33, -0.45], [-0.61, -2.30, -1.13], [-0.71, -0.45, -1.62], [2.39, 0.60, 0.13], [-0.36, -0.12, -0.31], [1.08, -1.81, -0.64], [-2.54, -3.57, 0.62], [0.91, 0.94, 0.65], [-1.54, 0.09, 0.83], [1.28, 0.24, 0.39], [-0.94, 1.82, 0.12], [2.13, -1.91, 0.06], [-0.31, 2.33, -0.40], [0.96, -0.81, 0.51], [0.54, -0.04, 2.16], [0.64, 0.20, 0.36], [1.00, 0.75, 0.89], [-0.59, -0.10, -1.41], [-0.38, -0.45, -0.02], [0.31, 3.73, -1.28], [-1.77, -0.22, -0.30], [-1.25, -0.78, 0.27], [0.28, 1.04, -0.02], [0.22, -0.14, -0.35], [-1.11, 0.63, 0.97]], "mol_weight_g_mol": 218.28, "orbital_gap_ha": 0.259, "de_lowest_ev": 3.5009, "e_tot_ev": -27323.148}

---

{"formula": "C10H10NO3S", "method": "ωB97M-V/def2-TZVPD", "elements": ["S", "O", "O", "O", "N", "C", "C", "C", "C", "C", "C", "C", "C", "C", "C", "H", "H", "H", "H", "H", "H", "H", "H", "H", "H"], "xyz": [[-2.536, -0.065, 0.280], [-3.118, -1.019, -0.616], [-2.794, -0.289, 1.694], [-2.557, 1.354, -0.144], [-0.832, -0.375, 0.182], [0.304, 2.158, 2.915], [-0.182, -0.727, -0.922], [1.221, -0.498, -0.816], [0.235, 0.348, 1.100], [0.169, -1.503, -3.185], [-0.710, -1.227, -2.145], [1.407, 0.130, 0.459], [-0.241, 0.822, 2.479], [2.076, -0.788, -1.916], [1.564, -1.326, -3.098], [3.232, -0.479, -1.882], [-0.216, -1.832, -4.066], [-1.317, 0.409, 2.520], [-0.320, 3.015, 2.769], [2.202, -1.641, -3.863], [0.381, 2.174, 3.971], [1.274, 2.264, 2.472], [-1.842, -1.338, -2.300], [0.285, 0.030, 3.163], [2.314, 0.405, 0.948]], "atomic_forces_ev_per_a": [[1.14, 2.43, 0.19], [-0.47, -0.25, -0.20], [-0.54, -0.10, -0.46], [-0.66, -1.76, 0.55], [1.71, 1.99, 3.06], [-0.85, -0.21, 0.05], [0.60, -0.94, -2.28], [-0.05, -0.04, -0.90], [-3.15, -2.09, -1.79], [0.92, 0.80, 2.54], [-1.11, 0.03, -0.39], [-0.28, 0.62, 0.74], [0.69, -3.97, -0.08], [2.03, 0.76, 0.33], [-1.10, 0.68, 2.35], [-2.68, -0.90, 0.15], [-1.15, -1.03, -2.47], [1.37, 1.87, 0.30], [-0.44, 0.52, -1.01], [0.86, -0.17, -1.22], [0.51, -0.24, 1.24], [0.54, 0.47, -0.15], [2.10, 0.16, 0.39], [-0.72, 1.25, -0.84], [0.73, 0.13, -0.11]], "mol_weight_g_mol": 224.26, "orbital_gap_ha": 0.296, "charge": -1, "de_lowest_ev": 0.0000, "e_tot_ev": -29001.013}

---

{"formula": "C10H10O", "method": "ωB97M-V/def2-TZVPD", "elements": ["O", "C", "C", "C", "C", "C", "C", "C", "C", "C", "C", "H", "H", "H", "H", "H", "H", "H", "H", "H", "H"], "xyz": [[-2.532, -0.441, -0.105], [1.352, 1.263, -0.225], [-1.076, 0.944, -0.136], [-1.860, 2.165, -0.135], [-0.567, -1.819, 0.492], [1.703, -1.525, -0.312], [-1.989, -1.374, 0.787], [2.547, 0.697, -0.517], [0.359, -0.951, 0.042], [0.119, 0.434, -0.083], [2.802, -0.738, -0.390], [-2.552, -2.258, 0.606], [-0.454, -2.836, 0.505], [1.203, 2.338, -0.025], [3.886, -1.069, -0.612], [-1.989, -0.810, 1.738], [-2.410, 2.157, 0.765], [-1.300, 3.085, -0.321], [3.470, 1.357, -0.630], [-2.557, 2.072, -1.035], [1.844, -2.690, -0.409]], "atomic_forces_ev_per_a": [[3.50, 2.93, -0.80], [-0.23, 0.42, 0.05], [-3.54, -2.00, 0.10], [-0.45, -0.36, -2.70], [-1.07, 3.17, -0.75], [0.95, -1.63, 0.53], [1.14, 1.58, -0.36], [1.09, 1.54, 1.52], [0.95, -4.20, -0.25], [1.60, 1.32, -0.17], [0.37, -0.21, -1.91], [-1.05, -0.77, 0.97], [0.92, -2.41, 0.12], [0.40, -0.56, -0.65], [-2.14, 0.18, 0.49], [-0.31, -1.23, 0.61], [-0.82, 0.51, 0.90], [0.26, -0.14, 0.39], [-1.49, -0.79, 0.11], [0.52, 0.18, 1.32], [-0.63, 2.47, 0.47]], "mol_weight_g_mol": 146.19, "orbital_gap_ha": 0.283, "de_lowest_ev": 5.5809, "e_tot_ev": -12574.487}

---

{"formula": "C10H10O3", "method": "ωB97M-V/def2-TZVPD", "elements": ["O", "O", "O", "C", "C", "C", "C", "C", "C", "C", "C", "C", "C", "H", "H", "H", "H", "H", "H", "H", "H", "H", "H"], "xyz": [[1.578, -0.800, -2.343], [0.497, -3.842, 4.366], [0.501, 1.569, -2.739], [0.174, 0.958, -1.519], [-0.551, 1.524, -0.616], [-0.767, 0.737, 0.609], [-0.149, -0.556, 0.801], [0.636, -0.318, -1.336], [-0.080, -3.021, 3.720], [-0.477, -1.177, 2.005], [0.210, -2.219, 2.598], [0.492, -0.940, -0.257], [-0.057, 2.915, -2.908], [-1.134, 3.228, -2.988], [1.392, 0.012, -3.235], [-0.900, 2.349, -0.807], [0.521, 3.580, -1.903], [-1.255, -2.602, 4.464], [0.190, 3.293, -4.006], [1.088, -2.612, 2.252], [-1.608, -1.240, 2.522], [-1.640, 1.148, 1.429], [1.339, -1.987, -0.107]], "atomic_forces_ev_per_a": [[-2.74, 4.16, -2.38], [0.93, -0.24, -1.41], [-1.95, 0.84, 0.29], [1.75, -0.36, -4.44], [0.72, -7.92, 7.09], [-2.41, 1.50, 0.90], [-4.85, 6.42, 1.94], [4.41, 1.71, -8.17], [-5.23, 1.42, 5.36], [-2.46, -5.47, 4.88], [-0.91, 1.91, -1.70], [6.07, -9.75, 2.86], [2.72, 2.74, 0.27], [0.39, -1.66, 1.16], [0.93, -3.70, 4.05], [-4.03, 8.51, -1.06], [-1.87, -1.51, -3.56], [2.36, -0.67, -2.39], [0.67, -0.89, 2.54], [2.67, -0.23, -1.59], [2.91, 1.34, -1.50], [2.92, -1.19, -2.38], [-2.99, 3.03, -0.74]], "mol_weight_g_mol": 178.19, "orbital_gap_ha": 0.299, "de_lowest_ev": 8.5613, "e_tot_ev": -16665.522}